[1]
The following is a DFT calculation (ωB97M-V/def2-TZVPD) of C3H3NO2 in the gas phase.

Positions of all 9 atoms, in Å:
C 0.125 -0.505 0.967
O 1.087 -0.018 0.159
C 0.804 0.603 -1.053
O 1.653 1.024 -1.762
C -0.730 0.640 -1.285
N -1.414 0.139 -0.413
H -1.688 -0.332 0.444
H 0.130 -1.593 1.036
H 0.032 0.043 1.905

Atomic forces in eV per Å
0.1 0.0 0.1
0.0 0.0 0.0
0.5 0.3 -0.5
-0.5 -0.3 0.5
-0.3 -0.3 0.5
0.5 0.2 -0.4
0.0 0.0 0.0
-0.1 0.1 0.0
0.0 0.0 -0.1

The HOMO energy is -8.6 eV. As for the total charge: 0.

***

[2]
The following is a DFT calculation (ωB97M-V/def2-TZVPD) of C3H3NO2 as an isolated structure at a distorted geometry.

Positions of all 9 atoms, in Å:
C 1.977 -1.150 -1.060
C 0.133 -0.250 0.661
C 0.744 -0.717 -0.567
N 3.062 -1.475 -1.327
O -0.437 -1.255 -0.178
O 0.471 0.566 -1.787
H 0.626 -0.624 1.582
H -0.361 0.777 0.512
H 0.579 0.028 -2.638

Atomic forces in eV per Å
2.7 -1.8 0.3
0.6 1.7 0.1
-2.5 4.7 -3.1
-1.7 0.5 0.1
0.5 -1.2 -0.5
0.7 -3.9 1.0
-0.9 0.5 -0.4
0.8 -1.7 0.9
-0.3 1.2 1.6

The HOMO energy is -11.1 eV. As for the total charge: 0.

***

[3]
The following is a DFT calculation (ωB97M-V/def2-TZVPD) of C3H3NO2 as an isolated structure at a distorted geometry.

Positions of all 9 atoms, in Å:
C -1.567 -0.107 0.583
C 0.758 -0.389 -0.441
C -0.170 0.187 0.552
N -2.680 -0.405 0.568
O 1.338 0.771 -0.978
O 0.331 1.697 -0.386
H 1.554 -1.116 -0.066
H 0.301 -1.133 -1.325
H 0.136 0.496 1.492

Atomic forces in eV per Å
-0.7 -0.3 -0.8
1.5 -4.1 -2.9
-0.2 3.5 -2.7
0.4 0.2 0.2
-0.7 0.2 0.7
-1.1 -3.2 1.5
-0.8 1.2 0.1
0.3 2.3 2.2
1.2 0.2 1.7

The HOMO energy is -9.9 eV. As for the total charge: 0.

***

[4]
The following is a DFT calculation (ωB97M-V/def2-TZVPD) of C3H3NO2 in the gas phase at a distorted geometry.

Positions of all 9 atoms, in Å:
C 1.276 -0.522 -0.404
O 0.303 0.495 -0.143
C -0.974 0.142 -0.053
O -1.517 -0.817 -0.525
C -1.626 1.122 0.838
N -2.047 1.842 1.636
H 2.199 -0.102 -0.007
H 1.008 -1.436 0.131
H 1.377 -0.725 -1.471

Atomic forces in eV per Å
0.2 -0.2 -0.1
-0.1 0.1 0.2
-0.1 -0.4 -0.1
0.4 0.5 0.3
-0.5 0.7 0.7
0.3 -0.7 -0.8
0.0 -0.2 -0.1
0.0 0.1 -0.1
-0.1 0.0 0.1

The HOMO energy is -11.9 eV. As for the total charge: 0. Its SMILES is COC(=O)C#N.

***

[5]
The following is a DFT calculation (ωB97M-V/def2-TZVPD) of C3H3NO2 in the gas phase at a distorted geometry.

Positions of all 9 atoms, in Å:
C -1.431 -0.166 0.088
C 0.781 0.205 -0.026
C 2.149 -0.144 0.031
H -1.505 0.042 1.204
H -1.685 0.663 -0.685
H -2.036 -0.925 -0.301
N 3.272 -0.239 -0.015
O -0.057 -0.728 -0.200
O 0.511 1.292 -0.096

Atomic forces in eV per Å
0.8 1.0 -1.3
2.2 -4.6 -0.8
0.1 -0.8 0.2
-0.1 0.0 -1.8
0.8 -0.8 2.0
-1.1 -1.6 0.4
2.4 -0.4 0.0
-3.5 -2.5 0.9
-1.6 9.7 0.3

The HOMO energy is -11.6 eV. As for the total charge: 0. Its SMILES is COC(=O)C#N.

***

[6]
The following is a DFT calculation (ωB97M-V/def2-TZVPD) of C3H3NO2 in the gas phase at a distorted geometry.

Positions of all 9 atoms, in Å:
C 1.661 -0.245 -0.142
C -1.342 -0.722 -0.008
C -0.738 0.562 0.134
N 1.623 -1.440 -0.319
O -2.258 -1.438 -0.065
O 0.671 0.739 0.090
H 2.563 0.382 -0.130
H -1.136 1.197 -0.673
H -1.045 0.966 1.112

Atomic forces in eV per Å
-0.1 2.2 0.3
1.1 -2.2 -0.4
0.0 1.3 0.2
-1.1 -1.5 -0.1
0.1 0.8 0.1
0.0 -0.1 0.0
0.2 -0.4 0.0
-0.1 -0.1 0.2
-0.1 -0.1 -0.2

The HOMO energy (alpha / beta) is -9.8 / -7.7 eV. As for the total charge: 0.

***

[7]
The following is a DFT calculation (ωB97M-V/def2-TZVPD) of a 3-piece molecular cluster, C3H3NO2 overall at a distorted geometry.

Positions of all 9 atoms, in Å:
C -1.863 -0.037 0.228
O -0.964 0.312 -0.499
C 1.636 1.194 -1.555
O 1.396 2.191 -2.042
C 1.445 -1.071 0.892
N 2.185 -1.667 1.547
H 0.758 -0.508 0.278
H -1.675 -0.434 1.243
H -2.918 0.020 -0.091

Atomic forces in eV per Å
0.2 0.1 -0.2
-0.4 -0.2 0.4
-0.2 1.3 -0.6
0.3 -1.2 0.6
0.6 -0.5 0.6
-0.7 0.6 -0.6
0.1 -0.1 0.1
0.0 0.0 -0.1
0.1 0.0 0.0

The HOMO energy is -11.2 eV. As for the total charge: 0.

***

[8]
The following is a DFT calculation (ωB97M-V/def2-TZVPD) of a 2-piece molecular cluster, C3H3NO2 overall at a distorted geometry.

Positions of all 9 atoms, in Å:
C -1.299 1.608 -0.132
C -1.138 -0.721 0.143
C 1.298 -0.323 0.246
N -0.034 -0.708 0.574
O -1.373 1.618 -1.245
O -2.276 -0.741 -0.033
H 1.913 -1.150 0.593
H 1.342 -0.216 -0.801
H 1.568 0.630 0.655

Atomic forces in eV per Å
0.0 1.2 1.1
0.9 -0.6 1.2
-0.4 -0.9 0.3
0.5 -0.1 0.4
0.0 0.2 -1.4
-2.1 -0.6 -0.8
0.5 0.4 -0.1
0.5 0.0 -1.4
0.1 0.3 0.7

The HOMO energy is -10.5 eV. As for the total charge: 0.